A 11-piece molecular cluster, C52H73F5O10S2 overall at a distorted geometry. Source: the OMol25 dataset; level of theory: ωB97M-V with the def2-TZVPD basis set.

SMILES: CCOS(C)(=O)=O.CCOS(C)(=O)=O.Fc1ccccc1.Fc1ccccc1.Fc1ccccc1.Fc1ccccc1.Fc1ccccc1.C1CCOC1.C1CCOC1.C1CCOC1.C1CCOC1
Kohn-Sham gap: 9.319 eV
Spin multiplicity: 1

Element x y z (Å)
C 3.11 -4.17 5.05
C 3.21 -4.39 3.50
O 4.57 -4.78 3.29
S 4.92 -6.42 3.34
C 4.49 -6.84 1.55
O 6.38 -6.49 3.50
O 4.06 -7.11 4.28
H 3.08 -5.09 5.62
H 2.22 -3.57 5.28
H 3.95 -3.62 5.47
H 2.55 -5.13 3.05
H 3.17 -3.47 2.91
H 3.43 -6.64 1.38
H 4.67 -7.92 1.52
H 5.19 -6.32 0.89
C -1.66 -0.09 11.76
C -2.14 0.53 10.38
O -1.20 0.09 9.45
S -0.03 1.15 8.98
C -0.97 1.98 7.62
O 0.22 2.14 10.03
O 1.12 0.49 8.38
H -0.64 0.24 11.92
H -1.61 -1.18 11.87
H -2.32 0.32 12.52
H -3.07 0.09 10.01
H -2.23 1.62 10.44
H -1.51 1.28 6.98
H -0.35 2.74 7.15
H -1.64 2.49 8.32
F 0.00 0.05 2.08
C -0.27 0.35 0.78
C -0.24 1.67 0.30
C -0.45 1.88 -1.04
C -0.88 0.87 -1.86
C -0.97 -0.44 -1.37
C -0.61 -0.68 -0.06
H 0.06 2.46 0.98
H -0.58 2.90 -1.37
H -1.05 1.13 -2.89
H -1.39 -1.20 -2.01
H -0.73 -1.65 0.40
F -6.36 -5.19 -5.48
C -6.06 -4.04 -4.86
C -5.58 -3.99 -3.54
C -5.43 -2.81 -2.87
C -5.60 -1.57 -3.54
C -5.98 -1.59 -4.88
C -6.22 -2.83 -5.49
H -5.45 -4.95 -3.08
H -5.12 -2.91 -1.84
H -5.59 -0.69 -2.91
H -6.20 -0.64 -5.36
H -6.54 -2.91 -6.52
F 0.68 -2.14 -7.72
C 0.20 -0.96 -8.22
C 0.97 -0.07 -8.96
C 0.40 1.06 -9.56
C -0.90 1.45 -9.19
C -1.67 0.56 -8.37
C -1.11 -0.66 -7.94
H 2.01 -0.27 -9.18
H 1.02 1.69 -10.18
H -1.23 2.41 -9.56
H -2.65 0.84 -8.03
H -1.73 -1.35 -7.40
F 5.16 0.90 1.81
C 5.59 1.92 2.65
C 5.02 2.09 3.89
C 5.53 3.03 4.79
C 6.57 3.89 4.36
C 7.10 3.82 3.07
C 6.57 2.81 2.24
H 4.30 1.38 4.27
H 5.24 2.98 5.83
H 6.93 4.64 5.04
H 8.03 4.32 2.85
H 6.92 2.58 1.24
F 1.71 6.21 3.43
C 1.37 6.81 2.28
C 2.24 7.09 1.26
C 1.85 7.76 0.13
C 0.49 8.09 -0.06
C -0.42 7.82 0.95
C 0.06 7.19 2.11
H 3.29 6.85 1.36
H 2.55 8.07 -0.64
H 0.12 8.59 -0.94
H -1.48 8.03 0.87
H -0.68 6.94 2.85
C 5.00 4.06 -3.62
C 4.69 2.59 -3.41
C 4.60 1.98 -4.80
O 5.20 2.94 -5.68
C 4.97 4.26 -5.11
H 6.00 4.26 -3.24
H 4.31 4.79 -3.18
H 3.81 2.48 -2.78
H 5.56 2.16 -2.91
H 3.57 1.89 -5.12
H 5.06 1.00 -4.88
H 4.06 4.76 -5.47
H 5.75 4.92 -5.46
C -3.13 5.93 -6.02
C -3.97 4.96 -5.25
C -4.14 5.70 -3.94
O -2.81 6.31 -3.76
C -2.11 6.42 -4.99
H -3.73 6.80 -6.27
H -2.73 5.51 -6.95
H -3.37 4.06 -5.10
H -4.90 4.69 -5.75
H -4.47 5.06 -3.12
H -4.84 6.52 -4.12
H -1.31 5.69 -4.91
H -1.79 7.42 -5.29
C -4.20 -2.72 4.32
C -5.34 -3.58 3.86
C -4.75 -4.99 3.86
O -3.34 -4.84 3.66
C -2.98 -3.70 4.40
H -4.38 -2.25 5.29
H -3.99 -1.94 3.60
H -5.62 -3.35 2.83
H -6.23 -3.53 4.49
H -5.02 -5.62 3.02
H -4.91 -5.71 4.66
H -2.11 -3.18 4.01
H -2.72 -4.08 5.39
C -0.88 -8.08 -2.71
C -1.19 -8.23 -1.26
C -0.75 -6.90 -0.68
O 0.24 -6.42 -1.57
C 0.44 -7.29 -2.65
H -1.66 -7.55 -3.27
H -0.82 -9.06 -3.17
H -0.61 -9.07 -0.90
H -2.23 -8.49 -1.10
H -0.26 -7.15 0.26
H -1.63 -6.26 -0.59
H 1.26 -7.96 -2.41
H 0.66 -6.74 -3.56